C16H13N3O2 | ωB97M-V with the def2-TZVPD basis set

Atoms and positions in Å:
1 H 0.4864 3.2445 4.6070
2 H 0.9923 0.8574 5.7727
3 N -2.3382 0.3650 -0.5942
4 C 1.0153 1.0805 4.7263
5 H 2.5345 -2.0910 -2.5253
6 C 0.6892 3.0493 1.6069
7 C 0.9047 2.1386 2.7732
8 H -2.3645 -1.6832 -2.1720
9 H -1.3760 3.4275 1.7441
10 H 2.3106 -4.1194 -3.7592
11 C 0.9079 -0.9915 -1.6946
12 H -1.3667 -3.4965 -3.5290
13 C -1.0763 0.1768 -0.8056
14 H 1.3309 2.7401 0.7787
15 H 0.7504 -4.9562 -3.7634
16 H 1.5641 -0.8156 3.6991
17 C -1.1365 1.9190 0.4623
18 N -4.5509 2.5065 1.1539
19 C 0.7485 2.3299 4.1156
20 H 1.5436 -0.2909 -1.1744
21 O -0.2825 1.1082 -0.1789
22 H 1.1199 -3.7782 -5.0167
23 C -0.7300 -2.7918 -3.0137
24 C 1.4595 -2.0053 -2.4527
25 H 0.9173 4.0794 1.8841
26 N -0.6875 3.0142 1.1301
27 C -3.6108 2.0198 0.7084
28 C -1.2947 -1.7854 -2.2608
29 C 1.2478 -4.0081 -3.9587
30 C 1.3043 0.2241 3.7103
31 C 0.6531 -2.9178 -3.1223
32 O 1.2372 0.8525 2.5270
33 C -2.4259 1.4692 0.2143
34 C -0.4770 -0.8718 -1.5927

Spin multiplicity: 1
Frontier orbital gap: 8.40 eV
Total energy: -932.23334 hartree
Relative energy (zero: lowest compared OMol25 entry of this formula, charge and spin): 7.6 kcal per mole
SMILES string: Cc1ccc(-c2nc(C#N)c(NCc3ccco3)o2)cc1